(1)
Formula: C20H24ClIrN5O3S
Source: the Open Molecules 2025 dataset
Level of theory: ωB97M-V with the def2-TZVPD basis set

- ⟨S²⟩ = 8.77
- LUMO (alpha / beta) (eV) = 0.2 / -1.3
- orbital gap (alpha / beta) (eV) = 6.88 / 6.99

Structure (ORCA input):
```
! RIJCOSX wB97M-V def2-TZVPD def2/J DEFGRID3
* xyz 0 6
Ir -0.764 0.042 -1.326
N 0.257 1.140 -3.228
C -0.736 1.998 -3.861
C -1.533 2.733 -2.792
O -2.083 3.790 -3.036
N -1.585 2.068 -1.588
C -2.079 2.775 -0.536
C -0.538 3.444 0.616
O -1.076 4.221 1.340
O 0.448 2.864 0.285
H 0.991 1.686 -2.788
H 0.685 0.474 -3.858
H -1.424 1.375 -4.439
H -0.314 2.748 -4.535
H -2.466 2.190 0.288
H -2.562 3.723 -0.745
S 2.779 -2.655 -0.477
C 2.743 -1.437 0.726
C 1.752 -0.526 0.510
C 0.968 -0.800 -0.653
C 1.435 -1.939 -1.280
C 0.831 -2.471 -2.493
C 1.236 -3.644 -3.131
C 0.595 -4.028 -4.291
C -0.442 -3.251 -4.793
C -0.801 -2.117 -4.091
N -0.179 -1.734 -2.982
H 3.470 -1.444 1.522
H 1.587 0.335 1.138
H 2.036 -4.241 -2.717
H 0.896 -4.934 -4.800
H -0.969 -3.523 -5.695
H -1.630 -1.496 -4.410
N -1.469 0.227 1.183
C -1.015 0.384 2.238
N -0.505 0.561 3.427
C -0.443 -0.545 4.380
C 1.008 -0.900 4.674
C 1.773 0.337 5.130
C 1.690 1.440 4.080
C 0.242 1.780 3.756
H -0.998 -1.384 3.961
H -0.954 -0.228 5.297
H 1.462 -1.304 3.764
H 1.043 -1.685 5.432
H 2.815 0.087 5.335
H 1.347 0.700 6.072
H 2.194 1.114 3.165
H 2.197 2.344 4.420
H 0.161 2.467 2.916
H -0.247 2.245 4.620
Cl -2.668 -2.734 -1.213
C -2.691 -0.956 -1.456
H -3.294 -0.551 -0.647
H -3.176 -0.766 -2.414
*
```

These are the natural (NBO) partial charges, in e, on atoms 1 to 6:
1 Ir 1.38
2 N -0.80
3 C -0.32
4 C 0.64
5 O -0.60
6 N -0.69

***

(2)
Formula: C6H11N
Source: the Open Molecules 2025 dataset
Level of theory: ωB97M-V with the def2-TZVPD basis set

- LUMO (eV) = 1.0
- orbital gap (eV) = 11.93
- structure (SMILES) = CCC[C@@H](C)C#N

Structure (ORCA input):
```
! RIJCOSX wB97M-V def2-TZVPD def2/J DEFGRID3
* xyz 0 1
C -2.092 0.468 -0.710
C -1.357 -0.720 -0.080
C 0.117 -0.876 -0.515
C 0.997 -0.292 0.616
C 2.379 0.217 0.213
C 0.275 0.908 1.073
N -0.259 1.930 1.159
H -1.872 1.350 -0.095
H -1.748 0.716 -1.720
H -3.175 0.316 -0.729
H -1.302 -0.494 1.000
H -1.914 -1.655 -0.141
H 0.392 -1.921 -0.704
H 0.324 -0.325 -1.442
H 1.072 -1.035 1.422
H 2.990 -0.569 -0.238
H 2.253 1.034 -0.504
H 2.891 0.624 1.090
*
```

These are the natural (NBO) partial charges, in e, on atoms 1 to 6:
1 C -0.62
2 C -0.41
3 C -0.38
4 C -0.32
5 C -0.59
6 C 0.30

***

(3)
Formula: C25H44AlNO7P3
Source: the Open Molecules 2025 dataset
Level of theory: ωB97M-V with the def2-TZVPD basis set

- LUMO (eV) = 2.2
- orbital gap (eV) = 6.35

Structure (ORCA input):
```
! RIJCOSX wB97M-V def2-TZVPD def2/J DEFGRID3
* xyz -1 1
C 4.631 0.146 -2.914
C 3.944 0.776 -1.832
C 2.961 1.180 -0.540
P 3.322 3.039 -0.118
N 3.006 3.392 1.606
O 5.045 3.398 -0.369
O 1.659 1.353 -1.270
Al 0.308 0.452 -0.321
C -1.563 1.271 -0.131
C -1.589 2.777 0.552
C -2.879 2.743 1.617
C -2.744 3.148 3.208
C -4.123 3.000 4.129
C -5.550 2.466 3.441
C -5.689 2.107 1.826
C -4.322 2.255 0.929
P -0.142 -1.348 -1.782
C -1.626 -2.378 -1.128
C -1.692 -3.730 -2.110
C -0.793 -0.510 -3.416
C 0.497 0.192 -4.168
O 1.376 0.143 1.197
C 2.770 0.101 0.672
C 2.830 -1.462 0.105
C 1.872 -2.512 0.914
O 2.152 -2.647 2.352
C 1.072 -3.336 3.074
C 0.514 -4.831 2.630
O 0.485 -2.804 4.179
P 4.140 -0.013 2.055
C 3.493 0.914 3.643
C 5.784 0.801 1.429
C 6.262 2.096 2.309
H 4.785 -0.308 -4.008
H 3.711 4.107 1.897
H 2.076 3.898 1.629
H 5.268 3.176 -1.320
H -2.185 0.509 0.546
H -2.171 1.311 -1.158
H -1.844 3.597 -0.264
H -0.579 3.064 1.075
H -1.704 3.517 3.639
H -4.071 3.259 5.288
H -6.519 2.326 4.093
H -6.668 1.726 1.306
H -4.361 1.992 -0.228
H -1.447 -2.760 -0.019
H -2.659 -1.823 -1.220
H -0.634 -3.891 -2.609
H -1.969 -4.681 -1.482
H -2.495 -3.555 -2.959
H -1.346 -1.320 -4.080
H -1.530 0.366 -3.080
H 0.732 1.280 -3.757
H 1.487 -0.471 -4.098
H 0.208 0.328 -5.312
H 2.639 -1.555 -1.044
H 3.963 -1.798 0.274
H 2.086 -3.587 0.440
H 0.718 -2.341 0.787
H 1.444 -5.425 2.239
H 0.028 -5.401 3.550
H -0.333 -4.696 1.832
H 2.532 1.554 3.435
H 4.341 1.471 4.224
H 3.135 0.031 4.363
H 6.615 -0.039 1.603
H 5.785 0.978 0.254
H 6.617 1.683 3.360
H 5.438 2.903 2.505
H 7.180 2.636 1.808
C -5.867 -0.764 -3.848
C -5.107 -2.083 -3.936
O -4.735 -2.499 -2.620
O -5.053 0.219 -3.211
H -6.143 -0.400 -4.841
H -6.772 -0.879 -3.244
H -4.184 -1.956 -4.508
H -5.712 -2.865 -4.401
H -5.550 -2.759 -2.156
H -4.560 -0.253 -2.512
*
```

These are the Löwdin partial charges, in e, on atoms 1 to 6:
1 C 0.04
2 C -0.05
3 C -0.54
4 P 0.96
5 N -0.20
6 O -0.40

***

(4)
Formula: C3H6N2O2S
Source: the Open Molecules 2025 dataset
Level of theory: ωB97M-V with the def2-TZVPD basis set

- LUMO (alpha / beta) (eV) = -1.0 / -0.6
- orbital gap (alpha / beta) (eV) = 7.39 / 7.66

Structure (ORCA input):
```
! RIJCOSX wB97M-V def2-TZVPD def2/J DEFGRID3
* xyz 0 1
C 1.486 1.225 0.238
C 0.824 -0.428 -0.502
C -1.470 0.482 -0.518
N -0.737 -1.075 1.173
N -0.463 -0.315 0.090
O 0.985 2.029 -0.434
O 2.119 0.946 1.140
S 1.839 -1.837 -0.116
H 0.906 -0.206 -1.531
H -2.130 0.848 0.280
H -1.028 1.366 -0.931
H -1.730 -0.110 -1.444
H -1.727 -0.994 1.476
H 1.126 -1.931 1.078
*
```

These are the natural (NBO) partial charges, in e, on atoms 1 to 6:
1 C 0.92
2 C -0.31
3 C -0.46
4 N -0.48
5 N -0.06
6 O -0.62

***

For reference, energy above the lowest of the compared OMol25 structures with the same formula, charge and spin by record: 0.0; 16.1; 436.0; 106.1 kcal per mole.